Record 1
Below is an isolated ion of composition C7H13N2O3 and charge +1 in a non-equilibrium geometry, with properties calculated with ωB97M-V with the def2-TZVPD basis set.

## Properties
total charge: +1
frontier orbital gap: 9.760 eV
calculated total energy: -16578.389 eV
SMILES string: CC(C)(C)/C(=N/O)O[NH+]=C=CO

Structure (XYZ):
```
25
Properties=species:S:1:pos:R:3:nbo_charge:R:1
C 1.34819 3.37127 -0.53938 0.254
C 0.71975 -0.36421 -0.44450 0.560
C -0.75783 -2.31645 -0.72079 -0.584
C -1.55354 -0.24196 0.03725 -0.594
C -0.06010 -1.62793 1.61817 -0.598
C 1.05129 4.64302 -0.26269 0.176
C -0.35641 -1.14514 0.15648 -0.174
N 1.39147 2.09670 -0.65201 -0.134
N 1.57215 -0.76067 -1.20719 -0.145
O 2.58191 0.06847 -1.70603 -0.586
O 0.52528 1.16087 -0.13414 -0.369
O 0.21954 5.28816 -1.05501 -0.616
H -0.20515 -3.20962 -0.78323 0.228
H -1.80924 -2.71521 -0.36491 0.234
H -0.71761 -1.91150 -1.76892 0.216
H -2.52839 -0.54460 0.62065 0.240
H -1.70792 0.00762 -0.95398 0.217
H -1.28403 0.57501 0.72020 0.223
H 0.47487 -0.85502 2.19629 0.221
H 0.63978 -2.55312 1.58428 0.234
H -1.09592 -1.93743 2.06824 0.241
H 1.73925 5.22477 0.36486 0.245
H 3.18593 -0.48646 -2.22683 0.524
H 2.05415 1.73453 -1.35014 0.453
H -0.03036 6.23490 -0.74210 0.534
```

---

Record 2
Below is an isolated ion of composition C2H2FO4P and charge -2 in a non-equilibrium geometry, with properties calculated with ωB97M-V with the def2-TZVPD basis set.

## Properties
total charge: -2
frontier orbital gap: 5.617 eV
calculated total energy: -22300.599 eV

Structure (XYZ):
```
10
Properties=species:S:1:pos:R:3:nbo_charge:R:1
C -0.24514 -1.94395 0.93348 -0.089
C 0.38577 0.07644 -0.24487 0.055
O 1.23130 1.16781 -0.10830 -0.832
O -0.43790 2.54493 -1.56443 -1.190
O -0.75301 2.44180 1.06992 -1.159
O 0.30331 -0.64612 0.93104 -0.596
F 0.55465 -2.78102 -0.07746 -0.551
P -0.26571 1.81884 -0.22667 2.176
H -1.24499 -2.00147 0.39938 0.028
H 0.47173 -0.67726 -1.11209 0.158
```

---

Record 3
Below is a 2-piece molecular cluster, C2H2FIO overall in a non-equilibrium geometry, with properties calculated with ωB97M-V with the def2-TZVPD basis set.

## Properties
<S²>: 2.013
total charge: 0
frontier orbital gap (spin up / spin down): 8.727 / 7.883 eV
calculated total energy: -14967.674 eV
2S+1: 3

Structure (XYZ):
```
7
Properties=species:S:1:pos:R:3:lowdin_spin:R:1
C -1.86020 0.25553 -0.69081 0.323
C 1.20786 0.20200 0.35747 0.702
O -0.70362 0.40163 -0.77698 0.170
F 2.08869 0.67695 -0.64078 0.119
I -3.24208 -1.43741 0.13718 0.615
H 1.34157 -0.92475 0.35981 0.031
H 1.16779 0.82605 1.25411 0.041
```

---

Record 4
Below is C33H27NO2PS4W as an isolated structure, with properties calculated with ωB97M-V with the def2-TZVPD basis set.

## Properties
total charge: +1
frontier orbital gap (spin up / spin down): 6.711 / 6.711 eV
calculated total energy: -94695.585 eV

Structure (XYZ):
```
69
Properties=species:S:1:pos:R:3:nbo_charge:R:1
W -0.03507 0.44667 0.99484 0.505
S -1.31047 -1.62927 1.03579 -0.090
C -0.96220 -2.06059 -0.69955 -0.153
C -1.17896 -3.46208 -1.35506 -0.275
C -2.38422 -3.67352 -2.19783 -0.114
C -2.96966 -2.63696 -2.80085 -0.246
C -2.49070 -1.28203 -2.53962 -0.199
C -1.59423 -1.01723 -1.58500 -0.181
S -1.17383 0.68612 -1.20879 0.507
C -2.76612 1.42012 -0.81301 -0.571
C -3.17467 1.25125 0.60984 0.259
C -4.52149 1.22887 0.92602 -0.239
C -4.90024 1.19609 2.25467 -0.103
C -3.91051 1.27363 3.21591 -0.236
C -2.58263 1.32078 2.82531 0.251
C -1.53207 1.62372 3.83783 -0.582
S 0.01972 0.76779 3.47898 0.498
C 1.10638 2.16785 3.64674 -0.144
C 1.72905 2.38861 4.86536 -0.204
C 2.47782 3.54047 5.04663 -0.212
C 2.58235 4.45718 4.00967 -0.173
C 1.96478 4.22381 2.79170 -0.203
C 1.22495 3.06238 2.58821 -0.210
S 0.61475 2.73179 0.94943 -0.057
N -2.19899 1.22412 1.53589 -0.464
H -1.04324 -4.25136 -0.61732 0.249
H -2.74557 -4.68196 -2.35300 0.228
H -3.80978 -2.76913 -3.46769 0.231
H -2.92751 -0.46891 -3.10908 0.221
H -3.50947 1.02484 -1.50165 0.257
H -2.65613 2.48770 -1.02585 0.270
H -5.25335 1.22706 0.13123 0.236
H -5.94291 1.14259 2.53474 0.240
H -4.15052 1.31329 4.26825 0.239
H -1.87428 1.40462 4.84697 0.254
H -1.32158 2.69326 3.77168 0.269
H 1.62885 1.66236 5.66119 0.229
H 2.97586 3.71981 5.98885 0.230
H 3.16404 5.35898 4.14419 0.228
H 2.07696 4.93266 1.98186 0.229
O 3.86460 0.10599 1.92240 -0.507
C 2.93884 -0.19134 1.24002 0.829
O 1.65905 -0.13875 1.70896 -0.748
C 3.02017 -0.72036 -0.18054 -0.868
P 1.36267 -0.59963 -0.90994 1.182
C 1.56654 0.25115 -2.49387 -0.421
C 1.53732 -0.38114 -3.73163 -0.182
C 1.72809 0.35742 -4.89137 -0.205
C 1.96397 1.71978 -4.81687 -0.165
C 2.01661 2.35125 -3.57930 -0.218
C 1.81482 1.62334 -2.42054 -0.133
C 0.56193 -2.26741 -0.96976 -0.407
C 0.15941 -3.21240 -2.13470 -0.188
C 1.04061 -4.37891 -2.42087 -0.173
C 1.81672 -4.87488 -1.45856 -0.223
C 1.81213 -4.25648 -0.13382 -0.197
C 1.22535 -3.08390 0.11538 -0.206
H 3.33847 -1.76397 -0.12652 0.297
H 3.75802 -0.15868 -0.75008 0.290
H 1.38608 -1.44690 -3.80337 0.217
H 1.70313 -0.13683 -5.85302 0.228
H 2.11572 2.29233 -5.72139 0.227
H 2.20824 3.41369 -3.51621 0.229
H 1.82945 2.12919 -1.46066 0.224
H -0.08727 -2.66732 -3.04168 0.224
H 1.01664 -4.82256 -3.40771 0.223
H 2.44139 -5.74008 -1.63040 0.229
H 2.30302 -4.77380 0.68088 0.229
H 1.25316 -2.67419 1.11772 0.237
```

---

Question: Among the records above, which one has the highest calculated total energy?
Answer: C2H2FIO